# 1
Density functional theory data (ωB97M-V with the def2-TZVPD basis set) for an isolated molecule of C5H8OS at a distorted geometry.

Properties
* LUMO level: 0.881 eV
* energy: -18195.7085 eV
* structure (SMILES): CC1=CCS[C@H]1O
* frontier orbital gap: 0.361 Eh
* highest occupied orbital energy: -8.94 eV
* F_max: 3.187 eV/Å

```
! wB97M-V def2-TZVPD RIJCOSX def2/J DEFGRID3
* xyz 0 1
H 2.08188 0.29789 0.61808
H 2.16948 0.16238 -1.00568
C -1.52904 -1.54420 0.12794
H 0.44904 -1.89956 0.14479
H -1.54659 -1.87609 1.09962
C -0.13019 -1.06868 0.04351
O -1.04485 2.12344 0.68131
S -2.53600 -0.08813 -0.19063
C 0.15226 0.18574 -0.22498
H 1.59315 1.79005 -0.40514
C -1.19248 1.12522 -0.34437
C 1.52666 0.71267 -0.25932
H -1.92475 2.35276 0.92824
H -1.25402 1.74272 -1.29149
H -1.90598 -2.45885 -0.49828
*
```

Atomic partial charges in e from the Löwdin method, atoms 1 to 5: 0.095 0.095 -0.479 0.090 0.040

---

# 2
Density functional theory data (ωB97M-V with the def2-TZVPD basis set) for a cluster of 2 separate species, C4H8O2 in total.

Properties
* LUMO level: 0.754 eV
* energy: -8369.5328 eV
* frontier orbital gap: 0.344 Eh
* highest occupied orbital energy: -8.61 eV
* F_max: 0.403 eV/Å

```
! wB97M-V def2-TZVPD RIJCOSX def2/J DEFGRID3
* xyz 0 1
H -1.22845 1.76767 -0.12094
H 2.07136 0.01587 0.37747
H 0.12300 -2.19959 -0.15041
H -1.58787 0.87154 -1.63611
O 0.26386 -0.81053 -1.28718
H 0.68003 0.00305 1.45144
C -0.63788 -1.75850 1.57258
H -1.20326 -1.03420 0.91059
C 1.09555 0.47673 0.54933
O 0.11353 -2.47915 0.80012
C -0.79974 1.29873 -1.01236
H 1.20110 1.54178 0.76807
H -0.28444 2.08130 -1.58310
C 0.19320 0.22529 -0.63949
*
```

Atomic partial charges in e from the Löwdin method, atoms 1 to 5: 0.089 0.100 0.073 0.088 0.022

---

# 3
Density functional theory data (ωB97M-V with the def2-TZVPD basis set) for a structure of composition C15H14F6N5O4PtS3Se2.

Properties
* LUMO level: -3.916 eV
* energy: -214165.3743 eV
* frontier orbital gap: 0.223 Eh
* highest occupied orbital energy: -9.98 eV
* F_max: 0.548 eV/Å

```
! wB97M-V def2-TZVPD RIJCOSX def2/J DEFGRID3
* xyz 1 1
H 3.76763 2.64618 2.45167
S 0.03230 -2.02054 3.31348
F -3.48138 1.45008 -3.10330
H 0.83728 1.10916 -5.14133
O 1.27896 -2.40647 2.72330
C -1.14365 -2.56696 1.13768
H 1.53713 3.38126 -3.39616
H -0.22789 4.17421 2.07150
S -1.75925 0.26844 -1.47167
F -0.06442 -0.58169 5.50892
C 0.15625 2.22013 1.31486
C 0.40396 -0.44670 4.28882
F -0.09198 0.65277 3.72318
H 2.43260 1.87410 -4.99513
C 2.32351 1.41600 1.48262
C -0.32698 -3.31762 -0.90070
C -2.02604 -3.61511 1.26976
H 3.00507 0.60546 1.26791
Pt 0.45066 -0.63431 0.46357
H -0.04674 2.58266 -3.52968
F -4.22649 1.14997 -1.08961
Se -2.69221 -0.78532 2.72986
Se -1.68013 1.93305 0.85859
O -1.04696 0.07528 -2.72986
H -2.68804 -5.40512 0.30117
H 0.85442 1.98391 -1.25895
F -4.03400 -0.53822 -2.44196
C -1.17259 -4.40635 -0.84222
N 2.04156 0.32250 -3.61062
H 0.35357 -3.12799 -1.71862
N -0.95163 -1.42494 2.02149
H -1.16604 -5.12811 -1.64598
N 1.05506 1.22957 1.09925
H -2.68015 -3.65528 2.12789
C 1.81896 3.56260 2.38795
O -0.68735 -2.91194 4.14892
C 2.73644 2.56175 2.14055
N -0.32231 -2.43651 0.10024
C 0.51246 3.39814 1.94084
C 1.75223 0.50438 -2.33265
S 2.06834 -0.71509 -1.14880
C -3.50117 0.61993 -2.07211
F 1.73062 -0.32814 4.32398
H 2.33612 -0.56931 -3.96853
C 1.02121 2.42388 -3.39419
C -2.02002 -4.55574 0.25017
H 2.11102 4.46676 2.90467
C 1.59900 1.44751 -4.44213
O -1.44750 1.80058 -0.98470
N 1.26858 1.71718 -2.13395
*
```

Atomic partial charges in e from the Löwdin method, atoms 1 to 5: 0.126 0.640 0.153 0.127 -0.282

---

Here are the calculated energy relative to the best compared isomer or geometry (same formula, charge and spin) numbers, same order: 153.8, 361.7, 176.6 (kJ/mol).